[1]
# CH3O3P

One molecule with the formula CH3O3P (ωB97M-V with the def2-TZVPD basis set, the OMol25 dataset).

The geometry in XYZ format:
```
8
Properties=species:S:1:pos:R:3:forces:R:3:mulliken_charge:R:1
C -1.077022 -0.459149 0.134874 -1.793 0.385 0.116 0.003
O 0.036986 -0.701663 0.979358 1.479 -0.712 0.037 -0.271
O -0.651805 -0.251431 -1.134925 4.515 0.004 0.307 -0.569
O 1.546102 1.138423 0.037663 0.420 -0.560 -0.605 -0.467
P 1.155886 -0.482383 -0.151043 -1.507 2.290 -2.061 0.487
H -1.766825 -1.266537 0.048424 -0.623 -0.989 1.071 0.261
H -1.479180 0.400912 0.602822 -1.243 1.085 0.218 0.206
H 2.235858 1.621828 -0.517172 -1.249 -1.503 0.916 0.350
```
Positions in Å, forces in eV/Å.

The HOMO energy is -9.6 eV. As for the HOMO-LUMO gap: 9.5 eV. Its LUMO energy is -0.06 eV.

[2]
# CH3O3P

CH3O3P as an isolated structure (ωB97M-V with the def2-TZVPD basis set, the OMol25 dataset).

The geometry in XYZ format:
```
8
Properties=species:S:1:pos:R:3:forces:R:3:mulliken_charge:R:1
C 0.792650 -0.323439 -0.139191 -2.596 2.417 -1.186 -0.074
O -3.225472 0.176357 0.262185 -0.772 -0.159 -0.128 -0.451
O 1.634005 0.657900 -0.405859 -0.078 0.981 -2.154 -0.459
O -0.784235 0.414243 0.555106 2.067 -2.554 -2.377 -0.380
P -1.973910 -0.402715 -0.215948 1.122 1.310 1.136 0.403
H 1.139136 -0.809464 0.655844 0.332 -2.511 3.524 0.283
H 0.483555 -0.958761 -1.006166 0.283 1.044 0.661 0.314
H 1.934275 1.245878 0.294029 -0.358 -0.529 0.525 0.364
```
Positions in Å, forces in eV/Å.

The HOMO energy is -10.0 eV. As for the HOMO-LUMO gap: 10.3 eV. Its LUMO energy is 0.36 eV.

[3]
# CH3O3PS

One molecule with the formula CH3O3PS (ωB97M-V with the def2-TZVPD basis set, the OMol25 dataset).

The geometry in XYZ format:
```
9
Properties=species:S:1:pos:R:3:forces:R:3:mulliken_charge:R:1
C -1.109218 0.085163 -0.313682 2.006 -2.197 2.508 0.779
O -0.104017 -0.415341 0.588327 -1.423 0.051 -0.108 -0.333
O -2.278829 -0.427759 0.061282 -0.578 0.109 0.541 -0.458
O -0.907152 0.750665 -1.262405 -0.049 0.527 -0.603 -0.459
P 1.549603 -0.428032 0.985803 -0.731 -0.152 -1.760 0.110
S 2.108787 1.385397 0.091351 -1.682 -0.018 -1.881 -0.306
H 1.066791 1.199497 -0.984907 2.115 0.471 1.835 0.220
H -2.327153 -0.853708 0.959743 0.825 0.679 -1.320 0.369
H 2.001189 -1.295883 -0.125512 -0.483 0.529 0.787 0.078
```
Positions in Å, forces in eV/Å.

The HOMO energy is -9.3 eV. The SMILES is O=C(O)OPS. As for the HOMO-LUMO gap: 9.7 eV. Its LUMO energy is 0.34 eV.

[4]
# CH3O3PS

CH3O3PS as an isolated structure (ωB97M-V with the def2-TZVPD basis set, the OMol25 dataset).

The geometry in XYZ format:
```
9
Properties=species:S:1:pos:R:3:forces:R:3:mulliken_charge:R:1
C -0.301694 0.156877 -0.099948 2.064 -1.656 -0.111 0.675
O -0.460416 0.786750 1.076839 2.255 0.997 -2.109 -0.403
O -1.451286 -0.238342 -0.644515 -2.112 -0.226 -0.626 -0.514
O 0.661123 -1.212281 0.021304 -0.854 1.356 -1.193 -0.546
P 1.265223 0.615073 -1.139086 -0.071 0.345 1.101 0.134
S 2.334616 1.772744 -0.017106 -0.527 -0.473 -0.634 -0.281
H -1.104160 0.441839 1.633219 -2.188 -1.325 1.317 0.304
H -1.651960 -0.500451 -1.591487 1.641 0.638 1.640 0.362
H 0.708553 -1.822208 0.760779 -0.209 0.345 0.615 0.268
```
Positions in Å, forces in eV/Å.

The HOMO energy is -8.5 eV. As for the HOMO-LUMO gap: 7.9 eV. Its LUMO energy is -0.56 eV.

[5]
# CH3O3Si

An isolated ion of composition CH3O3Si and charge -1 (ωB97M-V with the def2-TZVPD basis set, the OMol25 dataset).

The geometry in XYZ format:
```
8
Properties=species:S:1:pos:R:3:forces:R:3:mulliken_charge:R:1
C 1.270372 -0.158576 0.081359 -0.399 -0.186 0.044 0.356
O 1.434894 1.049842 -0.215731 0.157 0.112 0.185 -0.673
O 2.093792 -1.056618 0.251945 0.655 -0.551 0.203 -0.635
O -1.213068 1.047789 0.299584 -1.752 -0.258 0.245 -0.501
Si -0.641665 -0.470988 -0.080312 0.405 1.240 3.783 0.510
H -0.599998 1.749847 0.505865 0.712 -0.301 -0.279 0.333
H -1.645762 -1.502589 0.553981 0.903 0.698 -0.259 -0.188
H -0.698566 -0.658707 -1.396693 -0.682 -0.753 -3.922 -0.201
```
Positions in Å, forces in eV/Å.

As for the total charge: -1. The HOMO energy is -3.5 eV. The SMILES is O=C([O-])[SiH2]O. As for the HOMO-LUMO gap: 7.5 eV. Its LUMO energy is 4.07 eV.

[6]
# CH3O4

A 2-piece molecular cluster, CH3O4 overall (ωB97M-V with the def2-TZVPD basis set, the OMol25 dataset).

The geometry in XYZ format:
```
8
Properties=species:S:1:pos:R:3:forces:R:3:mulliken_charge:R:1
C -1.962800 0.137826 -0.273542 -2.578 1.702 -2.001 0.161
O 3.946428 -0.042005 -0.212590 1.662 -0.226 -1.643 -0.146
O -1.035489 0.273825 0.525463 0.278 -0.850 0.883 -0.189
O 1.850355 -0.270142 -0.122915 -0.859 -0.348 -0.861 -0.298
O 2.934684 0.003974 0.413576 -0.910 0.550 2.556 0.458
H -2.634864 -0.676885 -0.637859 1.332 -0.729 1.192 0.294
H -2.380733 1.065393 -0.795313 1.403 -0.614 0.895 0.270
H -0.717584 -0.491986 1.103183 -0.328 0.515 -1.022 0.451
```
Positions in Å, forces in eV/Å.

As for the total charge: +1. The HOMO energy is -15.4 eV. As for the HOMO-LUMO gap: 8.2 eV. Its LUMO energy is -7.17 eV.

[7]
# CH3O4

A 2-piece molecular cluster, CH3O4 overall (ωB97M-V with the def2-TZVPD basis set, the OMol25 dataset).

The geometry in XYZ format:
```
8
Properties=species:S:1:pos:R:3:forces:R:3:mulliken_charge:R:1
C -1.110447 0.273388 -0.248033 0.336 -1.849 1.616 0.198
O 2.844613 -0.280203 0.100540 -0.481 0.042 0.611 -0.073
O -1.103273 -0.941373 0.119894 -0.559 0.226 -1.390 -0.290
O 0.871837 0.508952 0.356117 0.112 -0.248 1.148 -0.285
O 1.929634 0.407233 -0.306605 1.011 0.382 -1.774 0.449
H -1.202339 1.202634 0.290456 -0.402 -0.176 0.720 0.278
H -1.130072 0.215523 -1.275978 0.050 0.958 -2.463 0.305
H -1.099956 -1.386157 0.963608 -0.067 0.665 1.533 0.418
```
Positions in Å, forces in eV/Å.

As for the total charge: +1. The HOMO energy (spin up / spin down) is -17.3 / -17.3 eV. As for the HOMO-LUMO gap (spin up / spin down): 9.7 / 9.7 eV. Its LUMO energy (spin up / spin down) is -7.64 / -7.65 eV.

[8]
# CH3O5S

A 2-piece molecular cluster, CH3O5S overall (ωB97M-V with the def2-TZVPD basis set, the OMol25 dataset).

The geometry in XYZ format:
```
10
Properties=species:S:1:pos:R:3:forces:R:3:mulliken_charge:R:1
C 1.769313 1.345773 0.886974 0.741 0.299 0.322 0.009
O -3.752394 -1.123816 0.115076 -1.527 -2.740 0.426 -0.461
O -2.723088 -0.194542 -1.990623 0.249 0.371 0.568 -0.546
O -1.660177 0.039499 0.300340 -0.696 -0.028 -0.227 -0.566
O 0.559485 1.370258 0.655344 -3.718 -0.387 -1.046 -0.627
O 2.435914 0.562987 1.507883 1.250 -2.306 1.424 -0.598
S -3.160964 0.064224 -0.324359 4.807 3.073 -0.793 0.648
H 2.326997 2.178476 0.535779 0.654 1.792 -0.996 0.308
H -0.645881 0.504680 0.493571 -0.812 0.516 -0.418 0.506
H -1.911448 0.321285 -2.233146 -0.948 -0.591 0.740 0.326
```
Positions in Å, forces in eV/Å.

As for the total charge: -1. The HOMO energy is -5.2 eV. As for the HOMO-LUMO gap: 8.7 eV. Its LUMO energy is 3.49 eV.

[9]
# CH3O5S

CH3O5S as an isolated structure (ωB97M-V with the def2-TZVPD basis set, the OMol25 dataset).

The geometry in XYZ format:
```
10
Properties=species:S:1:pos:R:3:forces:R:3:mulliken_charge:R:1
C -0.784389 0.674965 -0.458369 0.625 -3.270 2.663 -0.461
O 2.438166 1.205756 -0.527818 0.186 0.237 -1.236 -0.550
O 2.199586 -1.283983 -0.453593 -0.303 0.275 -0.280 -0.540
O 1.878032 0.148936 1.516000 -0.469 -0.546 0.976 -0.537
O -2.718966 -0.830210 0.312149 -1.855 -0.957 -0.028 -0.472
O -1.079983 -0.265457 0.356937 1.330 1.114 -0.145 -0.326
S 1.842012 0.027518 0.077273 0.214 0.520 0.441 0.880
H -0.784798 1.653559 -0.118463 -0.197 2.112 0.438 0.310
H -0.446109 0.390236 -1.388756 0.293 -0.222 -2.537 0.421
H -2.543548 -1.721320 0.684636 0.176 0.738 -0.292 0.274
```
Positions in Å, forces in eV/Å.

As for the total charge: -1. The HOMO energy (spin up / spin down) is -5.6 / -3.6 eV. As for the HOMO-LUMO gap (spin up / spin down): 9.1 / 6.3 eV. Its LUMO energy (spin up / spin down) is 3.45 / 2.62 eV.

[10]
# CH3OP

One molecule with the formula CH3OP (ωB97M-V with the def2-TZVPD basis set, the OMol25 dataset).

The geometry in XYZ format:
```
6
Properties=species:S:1:pos:R:3:forces:R:3:mulliken_charge:R:1
C -0.719232 0.092948 -0.378007 0.573 -1.017 1.510 0.044
O -1.737902 -0.131026 0.203239 -0.393 -0.518 0.284 -0.424
P 0.947671 -0.619900 -0.091660 -0.416 -2.348 -0.699 -0.067
H -0.633484 0.792256 -1.103470 -0.513 2.751 -2.929 0.354
H 0.543560 -0.649873 1.186751 -0.009 -0.831 2.000 0.054
H 1.599389 0.515593 0.183148 0.757 1.964 -0.165 0.039
```
Positions in Å, forces in eV/Å.

The HOMO energy is -9.6 eV. The SMILES is O=CP. As for the HOMO-LUMO gap: 10.3 eV. Its LUMO energy is 0.74 eV.

- Which formula does entry 2 have?
  CH3O3P